Record 1
This record from the OMol25 dataset describes a molecular structure, C32H38N6OPd. The level of theory is ωB97M-V/def2-TZVPD.

Last column: Mulliken charge in e.
Geometry (Å):
Pd (-0.8616, 0.1715, -0.1333)  0.232
N (-1.2416, -2.4899, 5.4394)  -0.158
C (-0.7871, -1.7498, 4.1850)  -0.001
C (-0.0143, -2.7134, 3.3009)  -1.330
C (0.4669, -2.0091, 2.0222)  -0.290
N (-0.6622, -1.7937, 1.0569)  -0.445
C (1.2677, -0.7643, 2.3964)  -0.295
C (0.5820, 0.1848, 3.3773)  0.013
N (-0.5412, 0.8649, 2.7289)  -0.443
C (0.0654, -0.5676, 4.6046)  -1.508
H (-1.8381, -3.2889, 5.2122)  0.379
H (-1.7636, -1.8719, 6.0653)  0.386
H (-0.4340, -2.8439, 5.9593)  0.390
H (-1.7106, -1.4135, 3.7109)  0.349
H (-0.6161, -3.5912, 3.0461)  0.461
H (0.8652, -3.0607, 3.8541)  0.528
H (1.1505, -2.6920, 1.5175)  0.552
H (-1.5426, -1.7672, 1.5620)  0.356
H (-0.7041, -2.6202, 0.4696)  0.411
H (1.5548, -0.2320, 1.4941)  -0.527
H (2.2013, -1.1132, 2.8536)  0.546
H (1.3431, 0.8859, 3.7356)  0.448
H (-0.2173, 1.6278, 2.1447)  0.165
H (-1.1593, 1.2883, 3.4133)  0.234
H (-0.4974, 0.1111, 5.2532)  0.487
H (0.9255, -0.9306, 5.1789)  0.477
C (0.0834, 4.1729, -1.0855)  -0.839
C (-1.1518, 4.6792, -1.4648)  -0.934
C (-2.2678, 3.8579, -1.4527)  -0.410
C (-2.1439, 2.5246, -1.0701)  0.110
C (-0.8939, 2.0089, -0.7215)  -0.119
C (0.2175, 2.8398, -0.7141)  0.025
C (-3.2560, 1.5807, -0.9739)  1.386
C (-4.5989, 1.9561, -1.2019)  -1.051
C (-5.5920, 1.0412, -1.0717)  -0.908
C (-5.2626, -0.2976, -0.7550)  1.288
C (-6.2432, -1.3107, -0.6550)  -0.825
C (-5.8910, -2.6048, -0.4033)  -0.622
C (-4.5286, -2.9332, -0.2636)  -0.595
C (-3.5626, -1.9666, -0.3399)  -0.550
C (-3.9011, -0.6155, -0.5620)  -0.292
N (-2.9199, 0.3447, -0.6326)  0.168
H (0.9516, 4.8202, -1.0882)  0.463
H (-1.2469, 5.7149, -1.7603)  0.419
H (-3.2271, 4.2717, -1.7341)  0.438
H (1.1887, 2.4382, -0.4520)  0.512
H (-4.8181, 2.9807, -1.4600)  0.388
H (-6.6290, 1.3129, -1.2237)  0.461
H (-7.2809, -1.0370, -0.7995)  0.423
H (-6.6443, -3.3775, -0.3409)  0.420
H (-4.2412, -3.9668, -0.1181)  0.440
H (-2.5245, -2.2389, -0.3008)  0.636
C (4.1291, -0.3396, -4.2295)  -1.034
N (2.9774, 0.2211, -3.5276)  -0.004
N (2.8447, -0.0284, -2.1728)  0.521
C (1.5223, 0.0484, -1.8337)  0.189
O (1.1685, 0.0173, -0.6148)  -0.162
C (0.8027, 0.2309, -3.0392)  -0.676
C (1.7273, 0.3049, -4.0475)  0.294
C (1.5222, 0.4099, -5.5159)  -1.592
C (3.9294, 0.2102, -1.2728)  -0.329
C (4.7257, 1.3341, -1.4283)  0.292
C (5.7731, 1.5468, -0.5432)  -0.744
C (6.0023, 0.6513, 0.4927)  -0.510
C (5.1912, -0.4666, 0.6417)  -0.776
C (4.1538, -0.6965, -0.2496)  -0.224
H (4.9733, -0.3648, -3.5462)  0.390
H (4.3836, 0.3090, -5.0635)  0.371
H (3.9230, -1.3476, -4.5908)  0.347
H (-0.2645, 0.3333, -3.1287)  0.407
H (0.4791, 0.6237, -5.7322)  0.400
H (1.7875, -0.5299, -6.0051)  0.332
H (2.1375, 1.1987, -5.9479)  0.363
H (4.5233, 2.0304, -2.2330)  0.520
H (6.4076, 2.4146, -0.6604)  0.415
H (6.8213, 0.8193, 1.1789)  0.429
H (5.3844, -1.1729, 1.4385)  0.442
H (3.5268, -1.5748, -0.1728)  0.489

- Orbital gap: 7.4961 eV
- Total charge: +2
- Energy: -48256.7506 eV
- E_LUMO: -5.233 eV
- Energy relative to the best compared isomer or geometry (same formula, charge and spin): 0.0 kcal per mole
- HOMO: -12.73 eV



Record 2
This record from the OMol25 dataset describes a molecular structure, C32H39AlBr2F5N3O3Te. The level of theory is ωB97M-V/def2-TZVPD.

Last column: Mulliken charge in e.
Geometry (Å):
Al (0.1149, -0.2515, 0.3782)  -0.122
C (-3.9664, -1.8575, 3.3313)  -1.748
C (-2.7456, -2.2242, 2.4783)  0.842
C (-2.1158, -3.5130, 3.0110)  -1.442
C (-3.1329, -2.3214, 1.0087)  1.466
C (-3.9482, -3.3792, 0.6286)  -0.591
C (-4.3897, -3.5230, -0.6757)  -1.764
C (-4.0359, -2.5773, -1.6162)  -0.512
C (-3.2278, -1.4959, -1.2785)  1.246
C (-2.9310, -0.4469, -2.3257)  2.835
C (-2.1935, -1.0321, -3.5295)  -1.511
C (-4.2192, 0.2651, -2.7435)  -1.761
C (-2.7471, -1.3874, 0.0244)  -1.187
N (-1.8381, -0.3205, 0.3933)  1.115
C (-2.4702, 0.6139, 1.1648)  0.382
O (-3.6613, 0.8544, 1.2301)  -0.687
C (-1.5094, 1.3657, 2.0442)  0.296
C (-1.8101, 2.2841, 3.0314)  -1.077
C (-0.7512, 2.8056, 3.7674)  -0.591
C (0.5654, 2.4527, 3.4755)  -0.941
C (0.7727, 1.5684, 2.4381)  0.470
N (-0.2553, 1.0331, 1.7978)  0.932
C (2.0754, 1.2522, 1.7474)  0.076
O (3.1325, 1.5868, 2.2472)  -0.653
N (1.8499, 0.7056, 0.5144)  0.965
C (2.8988, 1.0754, -0.4199)  -1.008
C (3.9131, 0.1887, -0.7868)  0.886
C (4.8861, 0.6039, -1.6928)  -0.500
C (4.8865, 1.8839, -2.2058)  -1.536
C (3.9066, 2.7734, -1.8007)  -0.832
C (2.9083, 2.4009, -0.9095)  1.079
C (1.9124, 3.4705, -0.4817)  2.200
C (2.4872, 4.3651, 0.6270)  -1.663
C (1.4850, 4.3837, -1.6383)  -1.935
C (4.0483, -1.1630, -0.1302)  1.749
C (4.2136, -2.3047, -1.1334)  -1.415
C (5.1998, -1.1355, 0.8804)  -1.708
H (-3.6700, -1.7099, 4.3726)  0.432
H (-4.6995, -2.6669, 3.3061)  0.343
H (-4.4489, -0.9520, 2.9691)  0.422
H (-2.0015, -1.4351, 2.5934)  -0.355
H (-2.8224, -4.3434, 2.9761)  0.392
H (-1.8181, -3.3815, 4.0532)  0.410
H (-1.2361, -3.8069, 2.4410)  0.123
H (-4.2509, -4.1064, 1.3717)  0.323
H (-5.0169, -4.3614, -0.9501)  0.366
H (-4.3997, -2.6696, -2.6324)  0.361
H (-2.2864, 0.2864, -1.8466)  -1.758
H (-2.8033, -1.7841, -4.0335)  0.407
H (-1.2575, -1.5039, -3.2261)  0.214
H (-1.9590, -0.2553, -4.2625)  0.395
H (-4.9152, -0.4299, -3.2175)  0.375
H (-4.0139, 1.0605, -3.4657)  0.443
H (-4.7155, 0.7049, -1.8776)  0.363
H (-2.8400, 2.5594, 3.2060)  0.615
H (-0.9498, 3.5129, 4.5621)  0.466
H (1.4135, 2.8691, 3.9994)  0.588
H (5.6762, -0.0814, -1.9716)  0.359
H (5.6545, 2.1963, -2.9019)  0.388
H (3.9237, 3.7854, -2.1831)  0.337
H (1.0170, 2.9717, -0.1010)  -0.850
H (3.3593, 4.9011, 0.2455)  0.390
H (2.8058, 3.8039, 1.5020)  0.329
H (1.7452, 5.1082, 0.9304)  0.398
H (2.2579, 5.1216, -1.8596)  0.533
H (0.5845, 4.9366, -1.3646)  0.412
H (1.2971, 3.8254, -2.5549)  0.306
H (3.1341, -1.3215, 0.4316)  -0.558
H (4.4846, -3.2291, -0.6214)  0.398
H (4.9929, -2.0939, -1.8658)  0.321
H (3.2925, -2.4861, -1.6909)  0.285
H (6.1585, -1.0086, 0.3710)  0.359
H (5.2351, -2.0726, 1.4397)  0.463
H (5.0764, -0.3101, 1.5819)  0.331
Br (-1.9114, 3.2327, -1.2723)  -0.077
C (-1.2253, 2.3608, -2.8407)  -0.729
Br (0.1726, 1.0805, -2.4775)  0.230
H (-0.8009, 3.1208, -3.4827)  0.630
H (-2.0419, 1.8322, -3.3156)  0.288
F (0.3228, -4.5707, 1.1776)  -0.397
Te (0.6678, -3.1780, 0.0211)  2.042
F (1.3447, -4.2486, -1.3038)  -0.394
F (2.3303, -3.2173, 0.8141)  -0.423
F (-1.0412, -3.5245, -0.5613)  -0.347
F (0.1540, -1.9597, 1.4964)  -0.896
O (0.7164, -1.5621, -0.8328)  -0.406

- Orbital gap: 7.2407 eV
- Energy: -211999.2425 eV
- E_LUMO: -1.516 eV
- Energy relative to the best compared isomer or geometry (same formula, charge and spin): 12.3 kcal per mole
- HOMO: -8.76 eV



Record 3
This record from the OMol25 dataset describes a molecular structure, C32H39AsCl3CoN3O9P2Si. The level of theory is ωB97M-V/def2-TZVPD.

Last column: Löwdin spin population.
Geometry (Å):
Co (0.0348, -1.9620, 1.9515)  2.724
C (3.1603, 0.6442, 3.0868)  0.000
C (2.3015, 0.3616, 4.3049)  0.000
O (2.8064, 1.0754, 5.4373)  0.000
P (2.3127, -1.4321, 4.7059)  0.002
O (1.8827, -1.5504, 6.2246)  0.000
O (3.8648, -1.8685, 4.7995)  0.001
O (1.5696, -2.2844, 3.7573)  0.022
P (0.5078, 0.7520, 4.0721)  0.004
O (0.4776, 2.3384, 3.7725)  0.002
O (-0.0542, 0.4723, 5.4218)  0.000
O (0.0743, 0.0541, 2.8100)  0.032
H (4.1961, 0.3471, 3.2676)  0.000
H (3.1339, 1.7175, 2.8813)  0.000
H (2.7718, 0.1113, 2.2153)  0.000
H (2.0701, 1.1129, 6.0650)  0.000
H (0.9082, -1.5045, 6.2602)  0.000
H (4.0578, -2.3753, 4.0018)  0.000
H (0.2473, 2.4884, 2.8424)  0.000
O (1.8924, -2.1368, 0.9999)  0.037
N (1.7930, -2.7161, -0.1189)  0.006
N (0.7582, -3.4571, -0.2112)  0.006
O (-0.0765, -3.6617, 0.7726)  0.049
C (0.4439, -4.0208, -1.4974)  0.002
C (-0.7975, -4.6082, -1.6425)  0.001
C (-1.1525, -5.1423, -2.8750)  0.000
C (-0.2751, -5.0916, -3.9458)  0.001
C (0.9680, -4.4895, -3.7819)  0.000
C (1.3342, -3.9489, -2.5599)  0.001
H (-1.4704, -4.6074, -0.7968)  0.000
H (-2.1335, -5.5836, -2.9967)  0.000
H (-0.5586, -5.5054, -4.9063)  0.000
H (1.6545, -4.4244, -4.6175)  0.000
H (2.2874, -3.4576, -2.4247)  0.000
Cl (-2.9071, -4.3075, 3.2283)  0.009
Si (-1.6624, -2.5575, 3.5685)  0.020
Cl (-3.2057, -1.1284, 3.9106)  0.009
Cl (-1.1293, -3.0195, 5.6192)  0.014
C (-1.8593, 6.1079, 2.0358)  0.000
C (-1.3567, 4.7752, 1.5411)  0.000
C (-2.1705, 3.6532, 1.5471)  0.000
C (-1.7459, 2.4145, 1.0639)  0.000
C (-2.7178, 1.2709, 1.1190)  0.000
C (-0.4471, 2.2854, 0.5393)  0.001
As (0.4671, 0.5833, 0.0153)  0.004
N (-0.6435, -0.8372, 0.1720)  0.040
C (-1.7036, -1.2670, -0.5988)  0.003
C (-1.9212, -0.9339, -1.9517)  0.002
C (-3.0386, -1.3665, -2.6565)  0.000
C (-3.9924, -2.1839, -2.0664)  0.001
C (-3.7695, -2.5811, -0.7478)  0.000
C (-2.6603, -2.1510, -0.0436)  0.000
C (0.7101, 1.0134, -1.9527)  0.003
C (-0.1891, 1.6446, -2.8242)  0.000
C (-1.4259, 2.3604, -2.3312)  0.000
C (0.0544, 1.6510, -4.1991)  0.000
C (1.1827, 1.0609, -4.7477)  0.000
C (1.3692, 0.9630, -6.2404)  0.000
C (2.1252, 0.5377, -3.8711)  0.000
C (1.9194, 0.5254, -2.4920)  0.000
C (3.0645, 0.0549, -1.6151)  0.000
C (0.4011, 3.4136, 0.5667)  0.000
C (1.8392, 3.3557, 0.0993)  0.000
C (-0.0667, 4.6330, 1.0523)  0.000
H (-2.6569, 5.9792, 2.7692)  0.000
H (-2.2612, 6.7053, 1.2118)  0.000
H (-1.0571, 6.6848, 2.5000)  0.000
H (-3.1766, 3.7293, 1.9504)  0.000
H (-3.6328, 1.5754, 1.6292)  0.000
H (-2.2944, 0.4195, 1.6468)  0.000
H (-2.9822, 0.9263, 0.1170)  0.000
H (-1.1699, -0.3567, -2.4686)  0.000
H (-3.1510, -1.0600, -3.6922)  0.000
H (-4.8715, -2.5071, -2.6106)  0.000
H (-4.4723, -3.2420, -0.2491)  0.000
H (-2.5195, -2.4965, 0.9676)  0.000
H (-1.9565, 1.7904, -1.5685)  0.000
H (-2.1125, 2.5460, -3.1597)  0.000
H (-1.1586, 3.3216, -1.8824)  0.000
H (-0.6755, 2.1173, -4.8566)  0.000
H (0.7601, 1.7011, -6.7657)  0.000
H (1.0723, -0.0263, -6.5985)  0.000
H (2.4134, 1.1140, -6.5223)  0.000
H (3.0509, 0.1260, -4.2681)  0.000
H (3.9047, -0.2624, -2.2377)  0.000
H (2.7937, -0.7732, -0.9578)  0.000
H (3.4030, 0.8721, -0.9741)  0.000
H (2.4061, 2.6085, 0.6626)  0.000
H (2.3196, 4.3260, 0.2312)  0.000
H (1.9078, 3.0765, -0.9538)  0.000
H (0.6059, 5.4879, 1.0642)  0.000

- Orbital gap (spin up / spin down): 6.0091 / 6.0119 eV
- Total charge: -2
- Energy: -219214.5586 eV
- E_LUMO (spin up / spin down): 4.041 / 4.041 eV
- ⟨S²⟩: 3.76
- Multiplicity: 4
- Energy relative to the best compared isomer or geometry (same formula, charge and spin): 0.0 kcal per mole
- HOMO (spin up / spin down): -1.97 / -1.97 eV



Record 4
This record from the OMol25 dataset describes a molecular structure, C32H39BF4N3O2PSTl. The level of theory is ωB97M-V/def2-TZVPD.

Last column: Mulliken charge in e.
Geometry (Å):
Tl (1.8770, -1.1110, -1.1595)  0.857
O (2.2625, 2.8572, -3.5907)  -0.775
C (2.3625, 1.9653, -2.7361)  0.126
O (1.4484, 1.2205, -2.2879)  -0.469
C (3.7672, 1.7247, -2.1644)  0.435
C (4.8573, 2.4642, -2.6846)  -0.504
C (6.0984, 2.2562, -2.1751)  -0.712
C (6.2826, 1.3154, -1.1333)  1.279
C (7.5414, 1.0492, -0.5442)  -0.811
C (7.6548, 0.1269, 0.4563)  -0.470
C (6.5147, -0.5734, 0.9177)  -0.537
C (5.2878, -0.3253, 0.3731)  0.155
C (5.1447, 0.6211, -0.6706)  -0.483
N (3.9002, 0.8384, -1.2107)  -0.245
H (4.6554, 3.1745, -3.4730)  0.466
H (6.9566, 2.7997, -2.5568)  0.382
H (8.4126, 1.5854, -0.9055)  0.345
H (8.6238, -0.0789, 0.8957)  0.366
H (6.5991, -1.3222, 1.6966)  0.509
H (4.4171, -0.8660, 0.7207)  0.138
C (-5.6219, 0.9600, 2.0601)  -1.092
C (-4.8644, -0.3624, 2.1837)  -0.589
C (-3.9803, -0.6747, 0.9788)  -0.379
C (-2.8677, 0.3394, 0.7394)  -0.144
N (-1.9536, 0.4860, 1.8693)  -0.074
C (-0.8453, -0.2690, 2.0471)  0.438
S (-0.4726, -1.5686, 1.0425)  -0.387
N (-0.0456, 0.1268, 3.0569)  -0.134
C (1.2130, -0.5284, 3.4332)  -0.849
C (1.0382, -1.7461, 4.3317)  -0.354
C (0.2616, -1.4711, 5.6173)  -0.509
C (0.9322, -0.4435, 6.5302)  -1.140
H (-6.3336, 1.0908, 2.8779)  0.361
H (-6.1802, 1.0011, 1.1196)  0.256
H (-4.9475, 1.8206, 2.0743)  0.278
H (-5.5815, -1.1770, 2.3130)  0.391
H (-4.2474, -0.3529, 3.0877)  0.233
H (-4.5967, -0.7164, 0.0728)  0.371
H (-3.5187, -1.6583, 1.0942)  0.229
H (-3.2736, 1.3282, 0.5226)  0.480
H (-2.2784, 0.0331, -0.1218)  -0.709
H (-2.0760, 1.2869, 2.4652)  0.306
H (-0.3955, 0.8422, 3.6726)  0.276
H (1.8247, 0.2335, 3.9188)  0.445
H (1.7243, -0.8337, 2.5275)  0.128
H (2.0400, -2.1186, 4.5667)  0.425
H (0.5456, -2.5291, 3.7530)  0.212
H (0.1395, -2.4115, 6.1605)  0.379
H (-0.7507, -1.1348, 5.3672)  0.213
H (1.9781, -0.7094, 6.7064)  0.279
H (0.4329, -0.3810, 7.4996)  0.358
H (0.9224, 0.5601, 6.0944)  0.280
F (2.8687, -2.2769, 1.2294)  -0.327
B (3.8053, -3.2530, 1.7424)  0.512
F (3.0845, -4.3311, 2.2685)  -0.392
F (4.5621, -2.6120, 2.7548)  -0.430
F (4.6418, -3.6540, 0.6889)  -0.422
C (-0.4777, 0.1149, -4.5522)  -1.353
P (-1.1064, -0.0236, -2.8240)  0.907
C (-2.4690, -1.2597, -3.0765)  0.205
C (-3.4790, -1.1531, -4.0380)  -0.030
C (-4.4392, -2.1434, -4.1845)  -0.724
C (-4.4106, -3.2698, -3.3664)  -0.405
C (-3.4183, -3.3946, -2.4061)  -0.651
C (-2.4587, -2.3939, -2.2640)  -0.273
C (-2.0158, 1.5747, -2.7400)  0.531
C (-1.2638, 2.7355, -2.9736)  -0.667
C (-1.8480, 3.9896, -2.8577)  -0.671
C (-3.1818, 4.1147, -2.4860)  -0.495
C (-3.9285, 2.9728, -2.2294)  -0.595
C (-3.3496, 1.7143, -2.3569)  -0.280
H (-1.2868, 0.3150, -5.2546)  0.413
H (0.0078, -0.8255, -4.8189)  0.391
H (0.2653, 0.9133, -4.5943)  0.434
H (-3.5131, -0.2833, -4.6853)  0.284
H (-5.2109, -2.0401, -4.9386)  0.377
H (-5.1650, -4.0401, -3.4758)  0.388
H (-3.3889, -4.2641, -1.7593)  0.426
H (-1.7019, -2.4826, -1.4918)  0.249
H (-0.2090, 2.6507, -3.2273)  0.008
H (-1.2495, 4.8736, -3.0445)  0.453
H (-3.6345, 5.0946, -2.3923)  0.371
H (-4.9684, 3.0571, -1.9333)  0.400
H (-3.9466, 0.8365, -2.1430)  0.338

- Orbital gap: 7.8774 eV
- Total charge: -1
- Energy: -78758.1766 eV
- E_LUMO: 2.253 eV
- Energy relative to the best compared isomer or geometry (same formula, charge and spin): 15.5 kcal per mole
- HOMO: -5.62 eV